Entry 1:
Computed, not measured: a structure of composition C12H36BrN3O3 at a distorted geometry, with ωB97M-V with the def2-TZVPD basis set.

Maximum force, eV/Å: 14.5
Kohn-Sham gap, eV: 8.8
E, Eh: -3441.7747

Geometry as ORCA input:
```
! RIJCOSX wB97M-V def2-TZVPD def2/J DEFGRID3
* xyz 2 1
C -2.4047 0.3951 1.8151
C -1.1695 1.3086 1.8779
C -0.8480 2.0118 3.2925
O -1.9794 2.7757 3.6657
C -1.7927 3.8239 4.6826
N 0.0356 0.3779 1.4466
H 0.3862 -0.2116 2.1879
H -0.2249 -0.0642 0.5766
H 0.8091 0.9983 1.2545
H -3.2626 1.0065 2.0950
H -2.4042 -0.3667 2.5946
H -2.7348 0.0558 0.8333
H -1.2534 1.9939 1.0344
H -0.0337 2.7268 3.1755
H -0.8505 1.1973 4.0168
H -2.5798 4.5680 4.5609
H -0.8729 4.3965 4.5626
H -1.9189 3.3310 5.6466
C -0.0013 -1.5965 -3.4141
C -0.1680 -0.0509 -3.2856
C -1.6681 0.4805 -3.2302
O -1.6911 1.9182 -3.1592
C -1.1329 2.7442 -4.1702
N 0.5255 0.4299 -1.9722
H 0.2727 -0.0983 -1.1492
H 1.5298 0.4153 -2.0782
H 0.2312 1.3852 -1.8279
H 1.0009 -1.9908 -3.2465
H -0.3773 -2.0200 -4.3455
H -0.5237 -2.1618 -2.6423
H 0.4199 0.3786 -4.0967
H -2.1599 0.1461 -2.3167
H -2.1434 0.0730 -4.1225
H -1.5671 2.3986 -5.1083
H -0.0558 2.6125 -4.2728
H -1.2921 3.8208 -4.1092
C 1.8417 0.1577 0.6521
C 1.7938 -1.3207 1.1035
C 1.3020 -2.3756 0.0862
O 1.5125 -3.6761 0.6069
C 1.0144 -4.7000 -0.2768
N 3.2534 -1.7556 1.5611
H 3.8613 -1.6437 0.7623
H 3.5627 -1.0666 2.2316
H 3.2912 -2.7263 1.8377
H 2.5482 0.2884 -0.1676
H 2.1349 0.8915 1.4029
H 0.9101 0.5736 0.2685
H 1.1426 -1.4946 1.9600
H 1.7955 -2.2819 -0.8812
H 0.2424 -2.1498 -0.0336
H 1.0512 -5.6740 0.2110
H 1.6861 -4.8152 -1.1275
H -0.0352 -4.6330 -0.5633
Br -1.0091 -0.8071 -0.4054
*
```



Entry 2:
Computed, not measured: a cluster of 7 separate species, C12H36FO6 in total at a distorted geometry, with ωB97M-V with the def2-TZVPD basis set.

Maximum force, eV/Å: 1.1
Kohn-Sham gap, eV: 9.7
E, Eh: -1030.1751

Geometry as ORCA input:
```
! RIJCOSX wB97M-V def2-TZVPD def2/J DEFGRID3
* xyz -1 1
F -0.0734 -0.1037 0.0746
C -2.7543 -2.2131 0.1617
C -1.6566 -3.2061 0.5031
O -0.6501 -2.6268 1.2862
H -2.4431 -1.5099 -0.6145
H -3.0642 -1.6037 1.0125
H -3.6712 -2.6757 -0.2176
H -1.2424 -3.6329 -0.4189
H -2.0934 -4.0472 1.0488
H -0.3751 -1.8140 0.8322
C 3.9896 0.5147 2.8938
C 3.1813 0.2554 1.6497
O 1.9537 -0.3639 1.9981
H 4.9993 0.8316 2.6261
H 4.1530 -0.4372 3.4095
H 3.4491 1.1830 3.5598
H 3.7545 -0.2910 0.8899
H 2.9805 1.2176 1.1603
H 1.3377 -0.1880 1.2691
C 2.1006 -3.0304 -0.8389
C 1.7509 -2.0978 -1.9780
O 0.3775 -1.8099 -1.9755
H 1.5208 -3.9402 -0.9946
H 1.8700 -2.5905 0.1319
H 3.1636 -3.2881 -0.8208
H 1.9646 -2.5863 -2.9353
H 2.3709 -1.1941 -2.0236
H 0.1736 -1.2257 -1.2217
C 1.4622 1.2853 -3.1755
C 2.2414 1.7411 -1.9301
O 1.3739 2.0740 -0.8608
H 2.2125 0.8496 -3.8429
H 0.9330 2.0940 -3.6806
H 0.7159 0.5220 -2.9539
H 2.8491 2.6117 -2.1779
H 2.9307 0.9330 -1.6636
H 0.9380 1.2586 -0.5566
C -2.0541 2.2907 4.0409
C -2.0501 1.6704 2.6507
O -1.1557 0.5608 2.6211
H -2.1276 1.5119 4.8016
H -2.8612 3.0138 4.1622
H -1.1054 2.7930 4.2453
H -1.7592 2.3730 1.8683
H -3.0361 1.2497 2.4227
H -0.8156 0.4883 1.7162
C -3.7902 1.6471 -2.3825
C -2.3281 1.3954 -2.0660
O -2.1288 1.5032 -0.6689
H -4.0890 2.6762 -2.1828
H -4.4467 0.9726 -1.8331
H -3.9426 1.4752 -3.4523
H -1.7121 2.0958 -2.6479
H -1.9696 0.4360 -2.4569
H -1.3521 0.9512 -0.4645
*
```



Entry 3:
Computed, not measured: a structure of composition C12H36K4O16P at a distorted geometry, with ωB97M-V with the def2-TZVPD basis set.

Maximum force, eV/Å: 4.0
Kohn-Sham gap, eV: 3.3
E, Eh: -4423.5068

Geometry as ORCA input:
```
! RIJCOSX wB97M-V def2-TZVPD def2/J DEFGRID3
* xyz 1 1
K -2.0456 -2.7679 0.4602
K 3.7137 3.8977 -1.0652
K -1.1212 3.9421 -3.1906
K -0.1163 6.3476 1.1718
P 0.1987 1.0727 -0.3047
O -1.2324 0.8148 -0.9301
O 0.3957 0.2033 0.9322
O 0.2543 2.6464 -0.0143
O 1.3627 0.8396 -1.3608
C -3.5738 -2.4337 5.0763
C -2.5055 -1.3813 4.7788
O -1.3838 -1.8963 4.0505
O -4.3189 -2.7114 3.8739
H -4.1846 -2.0959 5.9135
H -3.1309 -3.3472 5.4731
H -2.0875 -0.8647 5.6427
H -2.8858 -0.6127 4.1059
H -1.0680 -1.1240 3.5756
H -5.2690 -2.5943 3.9451
C -5.3405 2.1029 -0.0906
C -4.6092 2.8676 0.9399
O -3.5654 3.4650 0.2618
O -4.8850 0.7589 -0.3431
H -5.3820 2.5867 -1.0665
H -6.3239 1.9971 0.3676
H -4.2642 2.3070 1.8087
H -5.2490 3.6674 1.3127
H -2.8228 2.8673 0.1483
H -3.9650 0.8738 -0.5923
C -0.8474 -2.1160 -4.4885
C -1.0258 -3.3463 -5.3074
O -1.9970 -3.1662 -6.3193
O -2.0062 -1.8661 -3.6825
H -0.5138 -1.2832 -5.1076
H -0.0910 -2.2204 -3.7107
H -1.1280 -4.2283 -4.6752
H -0.0355 -3.4610 -5.7480
H -1.9467 -2.2460 -6.5881
H -1.7625 -1.1531 -3.0877
C 4.6316 -2.3131 0.3590
C 3.4249 -3.0702 1.0253
O 2.2280 -2.9049 0.4604
O 4.4331 -0.9058 0.3802
H 4.7085 -2.5964 -0.6907
H 5.5614 -2.6255 0.8343
H 3.3995 -2.7464 2.0658
H 3.6230 -4.1400 1.0907
H 1.9687 -2.0121 0.6996
H 3.6072 -0.7289 -0.0761
C 1.7636 1.3848 5.0250
C 1.2181 2.6898 4.5090
O 0.0492 2.5853 3.7736
O 2.2547 0.4896 4.0718
H 0.9618 0.8818 5.5655
H 2.5210 1.4788 5.8032
H 2.0171 3.1569 3.9333
H 1.0388 3.4323 5.2867
H 0.2199 2.2149 2.9045
H 1.6507 0.5369 3.3271
C 4.2815 0.4232 -4.6090
C 3.3895 1.4697 -5.2784
O 2.5347 2.2134 -4.4093
O 3.4729 -0.6293 -4.1162
H 4.8369 0.8718 -3.7854
H 4.9883 0.0083 -5.3276
H 2.7248 0.9492 -5.9678
H 4.0076 2.1915 -5.8123
H 2.4315 1.6037 -3.6749
H 2.8107 -0.2511 -3.5331
*
```



Entry 4:
Computed, not measured: a cluster of 7 separate species, C12H36NO9 in total at a distorted geometry, with ωB97M-V with the def2-TZVPD basis set.

Maximum force, eV/Å: 11.0
Kohn-Sham gap, eV: 9.4
E, Eh: -1210.2733

Geometry as ORCA input:
```
! RIJCOSX wB97M-V def2-TZVPD def2/J DEFGRID3
* xyz -1 1
N 17.6410 36.5750 36.1710
O 16.9450 37.6210 36.4860
O 17.8660 36.5610 34.9390
O 18.3470 35.9660 36.9680
C 15.6520 35.8510 41.4220
C 16.1380 36.0810 40.0480
O 17.5100 36.3700 40.0120
H 14.5160 35.7420 41.3330
H 15.7170 36.6560 41.8300
H 16.3330 35.1100 41.9010
H 15.6030 36.8530 39.4170
H 16.1740 35.1770 39.1980
H 17.8810 36.5650 39.0490
C 20.2380 40.5810 33.5710
C 19.2490 39.5100 33.6250
O 18.9320 39.3490 34.9370
H 20.5700 40.6100 32.5440
H 21.1810 40.2480 34.1010
H 19.8430 41.6230 33.8790
H 19.7060 38.8600 33.1190
H 18.4760 39.7780 32.9830
H 18.4890 38.5680 35.1680
C 21.5900 33.6650 33.9580
C 20.3990 34.4290 34.6530
O 19.2670 34.6210 33.8820
H 22.1170 33.5340 34.9220
H 22.0330 34.4010 33.3590
H 21.3850 32.7330 33.2430
H 20.6020 35.2730 35.1260
H 19.9200 33.9440 35.5480
H 18.8480 35.3050 34.2790
C 14.3330 38.6920 32.1450
C 15.3060 38.5000 33.2730
O 15.2880 37.1210 33.5530
H 14.7120 38.6680 31.2850
H 13.8070 39.5070 32.0240
H 13.5030 38.1280 32.1550
H 14.8570 39.1180 34.2510
H 16.2570 38.8030 32.9170
H 15.8650 37.1580 34.3100
C 15.3370 42.0240 38.5420
C 16.2190 40.8450 38.1830
O 15.5260 40.0170 37.2680
H 15.9030 42.6620 39.2610
H 14.2910 41.7100 38.9880
H 15.2550 42.4540 37.7190
H 16.5590 40.2120 39.0270
H 17.1320 40.9620 37.8980
H 16.1240 39.2970 37.0890
C 22.4190 35.6110 39.5710
C 20.9990 35.7970 38.8650
O 21.1830 36.2200 37.5780
H 22.3130 35.0570 40.5390
H 22.8150 36.5700 39.5210
H 23.0140 35.1660 38.9960
H 20.3730 36.3320 39.3170
H 20.5720 34.9530 38.4820
H 20.2970 36.2520 37.2520
*
```